The following is a quantum chemistry calculation of a 10-piece molecular cluster, C49H53N10O4P overall, from the OMol25 dataset.

Highest occupied orbital energy ... -8.109 eV
Kohn-Sham gap ... 8.68 eV
Energy above the lowest of the compared OMol25 structures with the same formula, charge and spin ... 0.0000 eV
E_tot ... -84050.671 eV
SMILES string ... CP(O)[C@@H]1OC(=O)O[C@H]1N.c1ccncc1.c1ccncc1.c1ccncc1.c1ccncc1.c1ccncc1.c1ccncc1.c1ccncc1.c1ccncc1.c1ccncc1

Geometry as ORCA input:
```
! RIJCOSX wB97M-V def2-TZVPD def2/J DEFGRID3
* xyz 0 1
C 0.942 4.148 1.051
P 0.534 2.574 1.977
O 1.327 1.349 1.133
C -1.314 2.152 1.858
O -1.482 1.131 0.806
C -1.774 1.862 -0.341
O -1.718 1.349 -1.428
O -2.083 3.196 -0.081
C -2.194 3.332 1.360
N -3.568 3.451 1.835
H 1.684 3.895 0.241
H 1.455 4.918 1.686
H 0.070 4.666 0.576
H 2.156 1.118 1.598
H -1.635 1.585 2.768
H -1.699 4.233 1.817
H -4.184 2.740 1.424
H -3.917 4.339 1.449
C 1.726 -3.975 1.600
C 0.821 -3.085 1.044
C 1.259 -1.806 0.747
N 2.508 -1.376 0.970
C 3.365 -2.253 1.510
C 3.027 -3.557 1.838
H 1.420 -4.985 1.846
H -0.203 -3.377 0.847
H 0.589 -1.072 0.310
H 4.368 -1.876 1.684
H 3.760 -4.226 2.273
C -0.416 -8.766 4.518
C -1.317 -7.872 3.961
C -0.874 -6.593 3.664
N 0.376 -6.168 3.888
C 1.228 -7.048 4.429
C 0.884 -8.350 4.758
H -0.724 -9.776 4.763
H -2.341 -8.160 3.760
H -1.541 -5.858 3.224
H 2.233 -6.675 4.601
H 1.616 -9.020 5.191
C 6.672 -8.184 4.453
C 5.656 -8.414 3.538
C 4.795 -7.372 3.237
N 4.883 -6.152 3.784
C 5.870 -5.955 4.666
C 6.785 -6.929 5.031
H 7.367 -8.974 4.714
H 5.536 -9.381 3.067
H 3.987 -7.503 2.525
H 5.916 -4.959 5.094
H 7.564 -6.712 5.749
C 4.732 7.683 -1.603
C 3.353 7.815 -1.648
C 2.602 7.178 -0.673
N 3.130 6.439 0.309
C 4.463 6.324 0.331
C 5.303 6.924 -0.594
H 5.355 8.167 -2.347
H 2.871 8.399 -2.421
H 1.519 7.255 -0.666
H 4.863 5.717 1.136
H 6.376 6.798 -0.527
C -1.028 -3.011 4.940
C -0.451 -1.773 4.705
C -1.216 -0.639 4.929
N -2.484 -0.666 5.356
C -3.020 -1.873 5.576
C -2.340 -3.066 5.386
H -0.462 -3.922 4.776
H 0.570 -1.689 4.354
H -0.805 0.352 4.760
H -4.049 -1.867 5.920
H -2.825 -4.014 5.581
C -1.980 3.893 -3.775
C -2.705 2.993 -4.538
C -3.110 3.384 -5.805
N -2.845 4.585 -6.335
C -2.144 5.438 -5.577
C -1.690 5.143 -4.302
H -1.645 3.624 -2.781
H -2.949 2.009 -4.159
H -3.677 2.711 -6.440
H -1.945 6.404 -6.030
H -1.126 5.872 -3.736
C 2.628 -0.308 -4.311
C 2.375 -0.805 -3.042
C 3.152 -0.347 -1.988
N 4.139 0.549 -2.128
C 4.366 1.013 -3.363
C 3.644 0.621 -4.479
H 2.042 -0.641 -5.159
H 1.591 -1.532 -2.872
H 2.987 -0.705 -0.975
H 5.172 1.735 -3.446
H 3.871 1.032 -5.455
C -5.137 8.459 -8.452
C -4.448 7.366 -7.949
C -5.162 6.403 -7.253
N -6.483 6.470 -7.035
C -7.126 7.535 -7.529
C -6.504 8.550 -8.240
H -4.613 9.233 -9.002
H -3.381 7.261 -8.093
H -4.666 5.530 -6.845
H -8.193 7.564 -7.336
H -7.075 9.388 -8.618
C -4.951 -4.020 -0.355
C -4.092 -5.090 -0.159
C -2.909 -4.865 0.526
N -2.544 -3.670 1.008
C -3.387 -2.652 0.805
C -4.595 -2.773 0.136
H -5.887 -4.155 -0.885
H -4.335 -6.078 -0.529
H -2.206 -5.673 0.706
H -3.064 -1.695 1.204
H -5.240 -1.914 0.002
*
```